1.
{
  "formula": "C5H10NP",
  "method": "the ωB97M-V functional and the def2-TZVPD basis",
  "homo_lumo_gap_ev": 9.516,
  "charge": 0,
  "energy_ha": -592.51944,
  "molar_mass_g_mol": 115.12,
  "homo_ev": -9.0148,
  "smiles": "C=N[C@H](C)/P=C/C",
  "e_above_lowest_ev": 1.634,
  "symbols": ["C", "N", "C", "C", "P", "C", "C", "H", "H", "H", "H", "H", "H", "H", "H", "H", "H"],
  "positions_angstrom": [[2.14230, 0.57012, -1.74337], [1.04825, 1.16693, -1.41174], [-0.11684, 0.48786, -1.04583], [-1.49197, 1.11323, -1.56928], [-0.19349, 0.68210, 0.86223], [-0.32758, -0.86763, 1.43797], [-0.12773, -1.22675, 2.89330], [3.08912, 1.15759, -1.97417], [2.26092, -0.48721, -1.60799], [-0.33651, -0.65661, -1.17963], [-1.78154, 2.10469, -1.00935], [-2.30664, 0.40732, -1.49722], [-1.31810, 1.34939, -2.66392], [-0.41127, -1.77141, 0.84651], [0.98394, -1.50992, 3.03088], [-0.30151, -0.44912, 3.58594], [-0.81133, -2.07060, 3.04567]],
  "forces_ev_per_a": [[-0.474, 1.740, 1.079], [2.046, -0.133, -1.755], [-3.643, -2.006, 1.710], [1.641, 2.194, -0.468], [0.147, -0.085, -0.238], [0.715, 0.280, 0.258], [1.198, -1.187, -1.097], [-1.503, -0.565, 0.207], [-0.016, -0.821, -0.354], [1.486, 1.618, -0.318], [0.610, -1.833, -1.112], [-0.056, -0.219, 0.216], [-0.454, -0.074, 1.152], [0.026, 0.143, -0.488], [-1.789, -0.036, -0.148], [-0.426, 0.955, 0.674], [0.493, 0.030, 0.681]],
  "mulliken_charge": [-0.345, -0.502, 0.235, -1.098, -0.249, 0.058, -1.052, 0.234, 0.276, 0.325, 0.274, 0.337, 0.315, 0.283, 0.242, 0.373, 0.295]
}


2.
{
  "formula": "C5H10NS",
  "method": "the ωB97M-V functional and the def2-TZVPD basis",
  "homo_lumo_gap_ev": [6.851, 7.288],
  "charge": 1,
  "energy_ha": -649.02028,
  "molar_mass_g_mol": 116.21,
  "homo_ev": [-13.8351, -13.9184],
  "e_above_lowest_ev": 5.581,
  "symbols": ["C", "C", "C", "C", "C", "N", "S", "H", "H", "H", "H", "H", "H", "H", "H", "H", "H"],
  "positions_angstrom": [[0.10790, 1.61043, -0.23073], [-0.98743, 0.56472, -0.23347], [-2.28323, 0.47964, 0.41468], [1.86190, -1.52191, 0.31250], [1.74158, -0.11368, -0.38717], [0.90618, 0.65863, 0.44576], [-3.56757, -0.51542, -0.10484], [0.52292, 1.72714, -1.21938], [-0.31642, 2.38321, 0.43211], [-0.90996, -0.12749, -0.98945], [-2.62399, 1.00229, 1.24701], [2.73881, -1.70304, 0.88581], [0.86456, -1.59062, 0.79622], [1.88888, -2.32604, -0.54167], [1.27083, -0.21719, -1.37437], [2.80526, 0.26162, -0.57146], [-4.02022, -0.57227, 1.11846]],
  "forces_ev_per_a": [[-0.320, -0.238, 1.026], [-2.391, -0.124, 1.599], [2.954, -0.567, -1.852], [-1.740, -0.832, -3.341], [0.987, -2.239, 0.021], [-1.354, 1.417, 0.731], [1.139, -0.188, -1.039], [-0.518, 1.264, -0.407], [1.093, 0.323, -0.631], [0.432, -1.576, -1.654], [0.391, 1.209, 1.586], [0.340, 0.259, 0.882], [1.105, -0.673, 0.299], [-0.098, 1.412, 1.571], [0.338, 0.051, -0.151], [-1.465, 0.447, 0.544], [-0.894, 0.057, 0.814]],
  "mulliken_charge": [-0.430, -0.122, -0.346, -0.956, -0.253, -0.150, -0.012, 0.378, 0.295, 0.438, 0.376, 0.341, 0.296, 0.260, 0.293, 0.389, 0.204]
}


3.
{
  "formula": "C5H10NS",
  "method": "the ωB97M-V functional and the def2-TZVPD basis",
  "homo_lumo_gap_ev": 5.658,
  "charge": 1,
  "energy_ha": -648.98053,
  "molar_mass_g_mol": 116.21,
  "homo_ev": -11.3638,
  "e_above_lowest_ev": 6.663,
  "symbols": ["C", "C", "C", "C", "C", "N", "S", "H", "H", "H", "H", "H", "H", "H", "H", "H", "H"],
  "positions_angstrom": [[-2.23082, 0.75380, 0.49854], [-0.92678, 1.27410, 0.37702], [-1.61401, -0.24023, -0.32040], [-1.24452, -1.64219, -0.07142], [2.13088, 0.18146, 0.06806], [2.78139, 1.24088, -0.21906], [2.20339, -1.36252, -0.48342], [-2.77775, 0.98195, 1.40641], [-1.35277, 0.11595, -1.34955], [-1.55651, -2.08770, 0.79947], [-0.15254, -1.65873, -0.28719], [-1.60981, -2.27714, -0.86247], [-0.30692, 1.33645, 1.27040], [3.53658, 1.24622, -0.90073], [-0.77936, 1.74616, -0.59959], [2.61006, 2.13497, 0.27203], [1.28949, -1.74344, 0.40189]],
  "forces_ev_per_a": [[2.155, -0.143, 0.058], [-1.379, 0.397, -1.061], [-0.819, 1.478, -0.588], [0.674, 0.531, -2.323], [-2.415, 0.878, 2.122], [1.307, 1.027, -0.869], [1.122, -0.646, -0.837], [-0.471, -1.395, 0.050], [-0.297, -0.466, 1.017], [-0.364, -0.632, 2.355], [-0.892, -0.071, 0.588], [-0.422, -0.103, -0.574], [0.079, 0.646, -0.288], [0.193, 0.362, 0.014], [1.200, -0.234, 0.658], [0.142, -0.985, -0.497], [0.187, -0.646, 0.175]],
  "mulliken_charge": [0.013, -0.496, 0.092, -0.689, -0.056, -0.224, -0.183, 0.358, 0.304, 0.435, -0.317, 0.359, 0.323, 0.199, 0.348, 0.265, 0.269]
}


4.
{
  "formula": "C5H10O",
  "method": "the ωB97M-V functional and the def2-TZVPD basis",
  "homo_lumo_gap_ev": 10.877,
  "charge": 0,
  "energy_ha": -271.74015,
  "molar_mass_g_mol": 86.13,
  "homo_ev": -9.8329,
  "smiles": "CCCCC=O",
  "e_above_lowest_ev": 0.339,
  "symbols": ["C", "C", "C", "C", "C", "O", "H", "H", "H", "H", "H", "H", "H", "H", "H", "H"],
  "positions_angstrom": [[-2.37937, 0.35020, -0.08430], [-1.12310, -0.51316, 0.00124], [0.15615, 0.32081, 0.04789], [1.41788, -0.53440, 0.04111], [2.69252, 0.27204, 0.02418], [2.75231, 1.45728, 0.25179], [-3.28594, -0.26223, -0.13255], [-2.46457, 1.00910, 0.78743], [-2.35574, 0.98434, -0.97839], [-1.17439, -1.15620, 0.89079], [-1.08494, -1.18935, -0.86426], [0.18403, 1.00035, -0.81390], [0.15709, 0.96370, 0.93640], [1.43385, -1.21745, -0.82056], [1.45997, -1.18381, 0.93034], [3.61425, -0.30121, -0.21721]],
  "forces_ev_per_a": [[-0.047, 0.030, 0.002], [0.015, -0.052, 0.001], [-0.028, 0.034, 0.004], [-0.058, 0.059, -0.013], [-0.016, 0.287, 0.074], [-0.008, -0.511, -0.129], [0.134, 0.087, 0.016], [0.017, -0.088, -0.119], [-0.003, -0.088, 0.130], [0.012, 0.081, -0.118], [0.002, 0.089, 0.112], [-0.006, -0.084, 0.113], [-0.009, -0.087, -0.128], [0.025, 0.095, 0.108], [0.030, 0.068, -0.130], [-0.060, 0.080, 0.078]],
  "mulliken_charge": [-1.254, -0.352, -0.464, -0.589, -0.024, -0.472, 0.368, 0.309, 0.309, 0.308, 0.314, 0.326, 0.285, 0.322, 0.276, 0.339]
}


5.
{
  "formula": "C5H10O",
  "method": "the ωB97M-V functional and the def2-TZVPD basis",
  "homo_lumo_gap_ev": 10.792,
  "charge": 0,
  "energy_ha": -271.74085,
  "molar_mass_g_mol": 86.13,
  "homo_ev": -9.7605,
  "smiles": "CC[C@H](C)C=O",
  "e_above_lowest_ev": 0.320,
  "symbols": ["C", "C", "C", "C", "C", "O", "H", "H", "H", "H", "H", "H", "H", "H", "H", "H"],
  "positions_angstrom": [[1.56852, 0.10903, -1.23471], [0.78041, 0.60794, -0.02714], [-0.30373, -0.37196, 0.46336], [-1.54284, -0.40654, -0.42475], [-0.64818, 0.01232, 1.88531], [-1.71853, 0.43291, 2.25244], [2.12333, -0.80317, -0.98577], [2.29390, 0.86152, -1.56139], [0.91446, -0.11473, -2.08409], [1.48499, 0.81152, 0.79178], [0.29575, 1.56553, -0.25973], [0.15131, -1.37444, 0.51870], [-1.94294, 0.60307, -0.56489], [-2.33421, -1.00727, 0.03355], [-1.31658, -0.82896, -1.40892], [0.19434, -0.09677, 2.60625]],
  "forces_ev_per_a": [[0.013, -0.044, -0.065], [0.049, 0.077, 0.053], [-0.053, 0.010, -0.017], [-0.038, -0.002, -0.064], [-0.276, 0.096, 0.090], [0.432, -0.193, -0.136], [-0.095, 0.116, -0.047], [-0.109, -0.117, 0.036], [0.079, 0.039, 0.122], [-0.098, -0.039, -0.102], [0.061, -0.132, 0.040], [-0.045, 0.128, 0.035], [0.060, -0.137, 0.033], [0.128, 0.066, -0.075], [0.002, 0.078, 0.144], [-0.110, 0.052, -0.047]],
  "mulliken_charge": [-1.167, -0.557, 0.585, -1.399, -0.262, -0.481, 0.320, 0.345, 0.300, 0.356, 0.304, 0.252, 0.312, 0.358, 0.393, 0.342]
}


6.
{
  "formula": "C5H10O",
  "method": "the ωB97M-V functional and the def2-TZVPD basis",
  "homo_lumo_gap_ev": 8.746,
  "charge": 0,
  "energy_ha": -271.58286,
  "molar_mass_g_mol": 86.13,
  "homo_ev": -7.8634,
  "e_above_lowest_ev": 4.619,
  "symbols": ["C", "C", "C", "C", "C", "O", "H", "H", "H", "H", "H", "H", "H", "H", "H", "H"],
  "positions_angstrom": [[-0.77667, 0.28748, 0.28493], [-0.90104, -1.20588, 0.33943], [-1.21554, 0.97388, -0.90614], [1.34605, 0.49420, 0.10700], [2.20937, -0.40632, -0.37433], [-0.99497, 0.95016, 1.43701], [-0.54837, 0.48364, 2.16093], [1.77823, 1.38281, 0.58272], [-0.52012, -1.65553, -0.57616], [-1.96449, -1.45606, 0.44378], [-0.36195, -1.62339, 1.19006], [-1.61557, 0.36061, -1.70661], [-1.64368, 1.95974, -0.76089], [0.04741, 1.04068, -0.96775], [1.86950, -1.32201, -0.86155], [3.29186, -0.26403, -0.39241]],
  "forces_ev_per_a": [[3.092, -1.449, 1.638], [-0.147, 0.001, 0.087], [3.064, 1.116, -1.392], [-0.736, -1.233, 1.138], [-0.544, 0.248, -0.235], [-0.345, 0.197, 0.567], [-0.163, 0.115, -0.203], [-0.363, 0.108, -0.053], [-0.018, 0.002, 0.028], [0.039, 0.007, -0.099], [0.028, 0.035, -0.048], [-0.190, 0.057, 0.175], [-0.103, -0.151, 0.015], [-3.433, 0.840, -1.813], [0.001, -0.014, 0.196], [-0.182, 0.122, 0.000]],
  "mulliken_charge": [1.091, -1.467, -1.200, -0.540, -0.602, -0.528, 0.367, 0.318, 0.305, 0.407, 0.420, 0.305, 0.329, 0.358, 0.164, 0.271]
}


7.
{
  "formula": "C5H10O",
  "method": "the ωB97M-V functional and the def2-TZVPD basis",
  "homo_lumo_gap_ev": 10.610,
  "charge": 0,
  "energy_ha": -271.71145,
  "molar_mass_g_mol": 86.13,
  "homo_ev": -9.5027,
  "smiles": "C[C@@H]1OC[C@@H]1C",
  "e_above_lowest_ev": 1.120,
  "symbols": ["C", "C", "O", "C", "C", "C", "H", "H", "H", "H", "H", "H", "H", "H", "H", "H"],
  "positions_angstrom": [[-1.58829, -0.87530, -0.05674], [-0.15174, -1.04395, 0.38627], [0.04630, -0.53585, 1.71867], [0.96443, 0.47236, 1.26630], [0.93198, -0.08603, -0.17914], [0.57138, 0.93557, -1.24358], [-2.24733, -1.46318, 0.59229], [-1.71703, -1.21895, -1.08736], [-1.89186, 0.17298, 0.00983], [0.12713, -2.10603, 0.33671], [0.58458, 1.49558, 1.36701], [1.88698, 0.47012, 1.84368], [1.82829, -0.64212, -0.48603], [0.34739, 0.46481, -2.20518], [1.40894, 1.62746, -1.39360], [-0.29430, 1.53435, -0.93953]],
  "forces_ev_per_a": [[-0.001, 0.042, -0.015], [-0.090, -0.067, -0.145], [-0.039, 0.152, 0.249], [0.213, -0.088, -0.114], [0.099, 0.178, 0.166], [-0.059, 0.012, -0.022], [0.132, 0.088, -0.116], [-0.023, 0.028, 0.063], [-0.009, -0.117, -0.024], [0.014, 0.176, 0.015], [-0.369, -0.098, -0.151], [0.280, -0.344, -0.137], [-0.148, 0.214, 0.253], [0.015, 0.050, 0.071], [-0.124, -0.120, -0.002], [0.109, -0.107, -0.090]],
  "mulliken_charge": [-1.339, 0.362, -0.435, -0.536, 0.292, -1.497, 0.360, 0.316, 0.283, 0.284, 0.239, 0.268, 0.355, 0.328, 0.388, 0.332]
}


8.
{
  "formula": "C5H10O",
  "method": "the ωB97M-V functional and the def2-TZVPD basis",
  "homo_lumo_gap_ev": 9.984,
  "charge": 0,
  "energy_ha": -271.66949,
  "molar_mass_g_mol": 86.13,
  "homo_ev": -8.9290,
  "smiles": "C=CC1CC1.O",
  "e_above_lowest_ev": 2.262,
  "symbols": ["C", "C", "C", "C", "C", "H", "H", "H", "H", "H", "H", "H", "H", "O", "H", "H"],
  "positions_angstrom": [[0.22725, 0.02488, 1.99371], [0.43175, -0.06629, 0.67298], [-0.42685, 0.55374, -0.35036], [0.31321, 1.49315, -1.27271], [-0.30126, 0.23815, -1.81224], [-0.64377, 0.54533, 2.38011], [0.96791, -0.32571, 2.70220], [1.32961, -0.55260, 0.28421], [-1.40455, 0.86946, 0.00249], [-0.14444, 2.45158, -1.48981], [1.39636, 1.51919, -1.16843], [0.35031, -0.57960, -2.10861], [-1.19626, 0.33954, -2.42204], [-0.61445, -2.17742, 0.62285], [-0.47928, -1.63942, 1.43981], [0.19446, -2.69397, 0.52583]],
  "forces_ev_per_a": [[0.469, 0.802, -0.184], [0.381, 0.843, 0.304], [-0.026, 0.188, 0.222], [0.088, 0.226, -0.184], [-0.008, -0.121, -0.076], [0.056, -0.072, 0.018], [-0.090, -0.058, -0.005], [-0.099, 0.134, 0.164], [0.126, 0.024, -0.055], [0.054, -0.120, -0.069], [-0.237, 0.032, -0.012], [-0.065, 0.142, 0.092], [0.161, -0.077, 0.194], [-0.435, -0.996, 0.379], [-0.197, -0.892, -0.912], [-0.177, -0.054, 0.124]],
  "mulliken_charge": [-0.941, -0.295, 0.184, -0.569, -0.650, 0.287, 0.326, 0.277, 0.390, 0.254, 0.227, 0.218, 0.252, -0.697, 0.413, 0.324]
}


Maximum force for the records above, in order: 4.50; 3.86; 3.33; 0.53; 0.49; 3.97; 0.46; 1.29 eV Å⁻¹